144
Properties=species:S:1:pos:R:3 method="wB97M-V/def2-TZVPD" total_charge=0 de_lowest_kj_mol=618.83 smiles=c1cc[nH]c1.c1cc[nH]c1.c1cc[nH]c1.c1cc[nH]c1.c1cc[nH]c1.c1cc[nH]c1.c1cc[nH]c1.c1cc[nH]c1.c1cc[nH]c1.c1cc[nH]c1.CCN(CC)CC.CCN(CC)CC e_homo_ev=-8.05 gap_ha=0.3131 e_tot_ev=-73094.173 fmax_ha_per_bohr=0.076
N -1.528 -4.744 5.262
C -1.012 -4.315 6.414
C 0.403 -4.489 6.349
C 0.537 -5.016 5.053
C -0.646 -5.166 4.384
H -2.486 -4.714 4.946
H -1.559 -4.118 7.325
H 1.204 -4.292 7.046
H 1.521 -5.303 4.714
H -0.977 -5.497 3.411
N 0.323 5.505 11.241
C 0.900 5.272 9.990
C 2.263 5.623 10.110
C 2.517 5.936 11.448
C 1.373 5.840 12.125
H -0.620 5.402 11.588
H 0.334 5.040 9.099
H 2.868 5.587 9.216
H 3.496 5.949 11.903
H 1.151 6.028 13.165
N -5.678 -0.039 -9.486
C -6.785 -0.689 -9.056
C -6.750 -0.752 -7.651
C -5.540 -0.099 -7.250
C -4.932 0.320 -8.427
H -5.466 0.124 -10.460
H -7.484 -1.155 -9.734
H -7.402 -1.206 -6.919
H -5.112 0.038 -6.267
H -4.115 1.023 -8.498
N -7.539 -2.350 3.669
C -7.297 -2.741 4.935
C -6.906 -1.630 5.646
C -6.780 -0.570 4.761
C -7.382 -0.984 3.571
H -7.940 -2.971 2.980
H -7.430 -3.786 5.176
H -6.734 -1.496 6.704
H -6.368 0.413 4.938
H -7.724 -0.462 2.690
N 4.520 -1.806 -8.901
C 4.741 -2.765 -7.967
C 3.798 -2.576 -6.916
C 2.979 -1.500 -7.301
C 3.465 -1.104 -8.489
H 5.153 -1.523 -9.635
H 5.568 -3.458 -8.010
H 3.701 -3.115 -5.985
H 2.143 -1.048 -6.790
H 3.142 -0.242 -9.054
N 3.804 3.737 -3.293
C 4.833 3.194 -4.008
C 5.260 4.255 -4.817
C 4.432 5.357 -4.653
C 3.509 5.008 -3.718
H 3.190 3.304 -2.618
H 5.118 2.160 -3.885
H 6.138 4.167 -5.441
H 4.497 6.271 -5.225
H 2.728 5.570 -3.228
N 10.211 -3.648 -0.128
C 9.685 -2.356 -0.227
C 8.675 -2.215 0.667
C 8.505 -3.421 1.287
C 9.492 -4.292 0.880
H 11.090 -3.938 -0.532
H 10.120 -1.582 -0.841
H 8.155 -1.274 0.775
H 7.700 -3.683 1.958
H 9.779 -5.303 1.127
N 8.793 5.637 0.686
C 10.022 5.235 1.136
C 10.388 5.989 2.281
C 9.243 6.773 2.527
C 8.293 6.478 1.632
H 8.246 5.371 -0.120
H 10.642 4.534 0.597
H 11.260 5.959 2.918
H 9.137 7.477 3.339
H 7.347 6.992 1.556
N -9.377 9.663 3.013
C -10.396 10.529 2.686
C -9.946 11.072 1.475
C -8.775 10.350 1.030
C -8.488 9.422 2.001
H -9.465 9.123 3.862
H -11.130 10.881 3.397
H -10.485 11.869 0.983
H -8.293 10.604 0.097
H -7.807 8.589 2.096
N -11.778 3.580 -1.447
C -11.331 2.681 -2.328
C -10.141 3.095 -2.846
C -9.840 4.354 -2.247
C -10.864 4.542 -1.302
H -12.742 3.556 -1.149
H -11.967 1.810 -2.385
H -9.511 2.481 -3.472
H -8.951 4.957 -2.358
H -11.019 5.323 -0.572
C -1.888 2.963 0.050
C -1.188 1.800 0.722
N 0.278 1.911 0.905
C 0.566 2.972 1.882
C 1.948 3.579 1.738
C 0.804 0.663 1.484
C 0.803 -0.460 0.369
H -2.887 2.779 -0.346
H -1.402 3.380 -0.832
H -1.988 3.862 0.658
H -1.518 1.670 1.753
H -1.442 0.924 0.125
H -0.199 3.746 1.930
H 0.303 2.657 2.892
H 1.761 4.232 0.885
H 2.290 4.270 2.508
H 2.603 2.740 1.503
H 0.231 0.232 2.305
H 1.830 0.853 1.800
H 1.206 -1.356 0.840
H 1.432 -0.190 -0.479
H -0.234 -0.760 0.224
C 3.094 -12.387 -2.912
C 3.089 -10.888 -3.321
N 2.339 -10.144 -2.262
C 0.928 -10.568 -2.403
C 0.149 -10.029 -1.172
C 2.554 -8.688 -2.387
C 3.989 -8.387 -1.813
H 2.205 -12.921 -3.246
H 3.361 -12.553 -1.868
H 3.906 -12.764 -3.535
H 4.065 -10.403 -3.301
H 2.766 -10.703 -4.346
H 0.795 -11.648 -2.354
H 0.459 -10.049 -3.239
H 0.484 -10.494 -0.245
H -0.909 -10.250 -1.310
H 0.175 -8.942 -1.236
H 2.400 -8.349 -3.411
H 1.872 -8.057 -1.816
H 4.093 -8.639 -0.758
H 4.852 -8.900 -2.238
H 4.130 -7.318 -1.978